(1)
{
  "formula": "C19H52BeNO21S6",
  "method": "ωB97M-V with the def2-TZVPD basis set",
  "de_lowest_kcal_mol": 33.6,
  "orbital_gap_ev": 4.948,
  "charge": 1,
  "species": ["Be", "N", "H", "H", "H", "H", "C", "O", "O", "O", "O", "S", "O", "O", "C", "C", "C", "H", "H", "H", "H", "H", "H", "H", "H", "O", "S", "O", "O", "C", "C", "C", "H", "H", "H", "H", "H", "H", "H", "H", "O", "S", "O", "O", "C", "C", "C", "H", "H", "H", "H", "H", "H", "H", "H", "O", "S", "O", "O", "C", "C", "C", "H", "H", "H", "H", "H", "H", "H", "H", "O", "S", "O", "O", "C", "C", "C", "H", "H", "H", "H", "H", "H", "H", "H", "O", "S", "O", "O", "C", "C", "C", "H", "H", "H", "H", "H", "H", "H", "H"],
  "positions_angstrom": [[15.8098, 23.6263, 1.0666], [12.5850, 23.7454, 5.2676], [13.2296, 24.0520, 4.5531], [11.8774, 24.4555, 5.3901], [13.0807, 23.5948, 6.1346], [12.1055, 22.8866, 5.0384], [14.7405, 25.2976, 3.2968], [13.9092, 25.9618, 3.9436], [14.6406, 24.0525, 3.3361], [15.5641, 25.7227, 2.4608], [16.6689, 26.8510, -2.1586], [17.4720, 26.3787, -1.0652], [17.1077, 25.1753, -0.3113], [19.0120, 26.1639, -1.6421], [19.5436, 27.0148, -2.6031], [20.9250, 26.4279, -3.0610], [17.6468, 27.7090, 0.1161], [19.7830, 27.9517, -2.1001], [18.9100, 27.2447, -3.4597], [21.3367, 27.1902, -3.7225], [20.8997, 25.5096, -3.6476], [21.6169, 26.1684, -2.2598], [17.6274, 28.7016, -0.3339], [18.5286, 27.4832, 0.7155], [16.8671, 27.5430, 0.8596], [9.6708, 26.5722, 7.6354], [10.6584, 26.6597, 6.5522], [10.8947, 25.5489, 5.6258], [10.3970, 28.0840, 5.7251], [10.8879, 28.2120, 4.4079], [10.6510, 29.6294, 3.9542], [12.3813, 27.0934, 7.1529], [10.3115, 27.4879, 3.8320], [11.9403, 27.9287, 4.3887], [11.2891, 29.7892, 3.0851], [11.0339, 30.3057, 4.7184], [9.6070, 29.8900, 3.7798], [12.4780, 26.4915, 8.0566], [12.4301, 28.1702, 7.3142], [13.1910, 26.9185, 6.4445], [11.8695, 24.5842, -1.5109], [12.3540, 25.2322, -0.3106], [13.6446, 24.8185, 0.2366], [12.3120, 26.8749, -0.5623], [13.1540, 27.6753, 0.3290], [12.5218, 29.0196, 0.3440], [11.0201, 25.1212, 0.9287], [14.1491, 27.6159, -0.1119], [13.2959, 27.2221, 1.3101], [12.9776, 29.6564, 1.1022], [11.4844, 28.9823, 0.6764], [12.4959, 29.4450, -0.6592], [10.0949, 25.5605, 0.5556], [11.4732, 25.6539, 1.7648], [10.9248, 24.0496, 1.1039], [17.4096, 29.5270, 3.4898], [16.0936, 30.1433, 3.1960], [15.7233, 31.4566, 3.6305], [15.8688, 29.9645, 1.4877], [15.9428, 31.0883, 0.6295], [17.3325, 31.7704, 0.4298], [14.7703, 29.0861, 3.7718], [15.2882, 31.8330, 1.0824], [15.5710, 30.7749, -0.3461], [18.2350, 31.1679, 0.3272], [17.5197, 32.3496, 1.3341], [17.2112, 32.4922, -0.3779], [13.8776, 29.2437, 3.1665], [14.5960, 29.0548, 4.8473], [15.1500, 28.1076, 3.4778], [20.1018, 25.8429, 2.0059], [19.2658, 24.7847, 2.6776], [18.2261, 24.0165, 1.9694], [20.3175, 23.6789, 3.3974], [21.7069, 24.0190, 3.6429], [22.2997, 22.7251, 4.2408], [18.6077, 25.6090, 4.0710], [21.7377, 24.8985, 4.2860], [22.3516, 24.3256, 2.8193], [22.1459, 21.9458, 3.4943], [21.7451, 22.5920, 5.1696], [23.3526, 22.7134, 4.5226], [17.9389, 24.8864, 4.5386], [17.9612, 26.4364, 3.7783], [19.3397, 26.0167, 4.7682], [16.2171, 21.5725, 2.6171], [15.9388, 20.9485, 3.8856], [14.5462, 20.5477, 4.1982], [16.9324, 19.5900, 3.9958], [16.7290, 18.6850, 5.1578], [17.9891, 17.7412, 5.3166], [16.5636, 21.9836, 5.3199], [15.7884, 18.1471, 5.0389], [16.5383, 19.3000, 6.0373], [18.0553, 17.1772, 4.3862], [18.0271, 17.1556, 6.2352], [18.8646, 18.3895, 5.2817], [16.5445, 21.4199, 6.2526], [15.9534, 22.8865, 5.3450], [17.6083, 22.2416, 5.1466]],
  "atomic_forces_ev_per_a": [[-0.152, 3.580, 3.307], [-0.057, -1.533, 0.691], [1.183, 0.193, -1.278], [-0.417, 0.821, 0.281], [0.185, 0.055, 0.186], [0.171, -0.417, -0.353], [-0.999, 0.652, -1.324], [-0.652, 1.690, 1.493], [-0.166, -5.670, -0.144], [2.473, 1.479, -2.535], [0.071, -0.665, 0.524], [1.002, 0.885, -0.564], [0.154, 0.083, -0.685], [-2.861, -1.909, 2.054], [2.358, 0.744, -0.778], [-0.780, 0.127, -0.300], [0.162, -1.072, 0.707], [-0.072, 0.315, -0.085], [-0.272, -0.434, 0.141], [0.337, 0.004, 0.156], [-0.687, 0.018, -0.116], [-0.207, 0.604, 0.300], [0.035, -0.359, -0.068], [0.432, 0.247, -0.344], [-0.535, 0.229, -0.311], [2.231, 0.182, -2.599], [1.052, 2.034, 0.599], [-1.885, 1.567, 0.670], [-0.881, -1.973, 2.518], [-0.242, -0.667, -0.813], [0.637, 0.167, 0.357], [-1.161, -0.041, 0.191], [0.257, 0.052, -0.501], [0.174, 0.052, -0.184], [-0.369, 0.138, -0.272], [-0.019, 0.076, 0.073], [0.124, -0.233, -0.168], [0.269, 0.306, 0.078], [-0.470, -0.144, 0.573], [-0.499, -0.709, -0.463], [0.836, 0.941, 1.194], [-1.561, 0.696, -1.378], [-0.443, 0.191, -0.026], [0.423, -2.622, 0.570], [0.586, -0.735, -0.392], [-0.512, 0.536, 0.363], [1.665, -0.160, -0.366], [0.072, 0.529, -0.058], [-0.484, -0.144, 0.210], [0.481, 0.248, -0.445], [-0.168, -0.414, -0.088], [0.289, 0.279, 0.188], [0.358, 0.025, -0.139], [-0.470, -0.125, 0.376], [-0.107, 0.127, 0.239], [-2.800, 1.451, -0.651], [0.994, -1.278, -0.624], [0.776, 0.337, -0.608], [0.555, -0.899, 2.579], [0.882, 1.186, -0.029], [-0.780, 0.120, 1.167], [0.829, -1.346, -1.334], [-0.159, 0.282, -0.475], [-0.280, -0.267, 0.227], [-0.388, -0.424, -0.451], [0.072, 0.176, 0.041], [0.215, -0.149, -0.124], [0.059, 0.377, 0.288], [0.302, 0.640, -0.170], [-0.307, -0.390, 0.115], [-2.234, -3.198, 1.029], [2.845, 1.600, -1.393], [1.718, 0.811, 1.244], [-1.638, 1.077, -1.678], [1.320, 0.148, 0.531], [-0.826, 0.783, 0.271], [-1.323, -0.254, 0.743], [-0.072, -0.229, 0.495], [-0.916, -0.179, -0.863], [-0.172, -0.207, 0.363], [-0.053, -0.764, -0.101], [0.022, 0.609, -0.327], [0.123, -0.003, 0.319], [0.092, -0.063, -0.593], [0.331, -0.441, -0.335], [0.316, -0.101, -0.104], [-1.329, -1.915, 2.476], [2.901, 0.871, -0.640], [-1.104, 1.522, -0.003], [0.176, -0.235, 0.469], [-0.796, 1.923, -1.264], [0.143, -0.471, -1.112], [0.193, -0.189, -0.466], [0.442, 0.066, 0.134], [-0.064, -0.533, 0.363], [-0.425, -0.024, -0.269], [0.087, 0.046, 0.271], [-0.452, -0.116, -0.261], [-0.097, -0.181, -0.133], [-0.065, -0.019, -0.383]]
}

(2)
{
  "formula": "C56H44N4P3SY",
  "method": "ωB97M-V with the def2-TZVPD basis set",
  "de_lowest_kcal_mol": 0.0,
  "orbital_gap_ev": 7.656,
  "charge": 2,
  "species": ["Y", "C", "C", "C", "C", "C", "C", "P", "C", "C", "C", "C", "C", "C", "C", "C", "C", "C", "C", "C", "H", "H", "H", "H", "H", "H", "H", "H", "H", "H", "H", "H", "H", "H", "C", "C", "P", "C", "C", "C", "C", "C", "C", "C", "C", "C", "C", "C", "C", "P", "C", "C", "C", "C", "C", "C", "C", "C", "C", "C", "C", "C", "H", "H", "H", "H", "H", "H", "H", "H", "H", "H", "H", "H", "H", "H", "H", "H", "H", "H", "H", "H", "H", "H", "H", "H", "S", "N", "C", "C", "C", "C", "C", "N", "C", "C", "N", "C", "C", "C", "C", "C", "N", "H", "H", "H", "H", "H", "H"],
  "positions_angstrom": [[0.2646, -0.1978, -1.3579], [-0.3716, -5.5875, 1.8736], [-1.3307, -4.5903, 1.7946], [-0.9373, -3.2764, 1.6273], [0.4157, -2.9475, 1.5417], [1.3731, -3.9522, 1.6087], [0.9741, -5.2678, 1.7820], [0.7805, -1.1783, 1.2723], [0.9365, -0.5047, 2.9599], [1.2685, -1.2817, 4.0634], [1.4161, -0.6695, 5.2966], [1.2229, 0.6970, 5.4313], [0.8602, 1.4632, 4.3334], [0.7181, 0.8646, 3.0960], [2.4771, -1.0648, 0.5643], [3.6558, -1.3710, 1.2366], [4.8672, -1.1887, 0.5872], [4.8997, -0.7062, -0.7115], [3.7221, -0.3612, -1.3657], [2.4851, -0.5214, -0.7428], [-0.6727, -6.6146, 2.0091], [-2.3809, -4.8336, 1.8617], [-1.6813, -2.4903, 1.5741], [2.4228, -3.7083, 1.5291], [1.7182, -6.0473, 1.8531], [1.4031, -2.3502, 3.9675], [1.6920, -1.2601, 6.1550], [1.3452, 1.1655, 6.3970], [0.6893, 2.5227, 4.4418], [0.4384, 1.4437, 2.2190], [3.6383, -1.7398, 2.2556], [5.7895, -1.4220, 1.0951], [5.8461, -0.6000, -1.2214], [3.7914, 0.0328, -2.3748], [-1.5868, 3.5423, -1.4348], [-0.3374, 3.9743, -0.6742], [1.1074, 2.8192, -0.8900], [2.1539, 3.3521, 0.5114], [2.2785, 4.6895, 0.8754], [3.1406, 5.0478, 1.8955], [3.9018, 4.0822, 2.5347], [3.7861, 2.7525, 2.1703], [2.9066, 2.3870, 1.1694], [2.0161, 3.6035, -2.2730], [3.4070, 3.6685, -2.2190], [4.1090, 4.2759, -3.2439], [3.4382, 4.8023, -4.3355], [2.0586, 4.7146, -4.4060], [1.3492, 4.1072, -3.3868], [-2.0763, 1.7912, -1.0889], [-2.4467, 1.8217, 0.7001], [-2.2449, 0.6362, 1.4038], [-2.5286, 0.5645, 2.7554], [-3.0216, 1.6785, 3.4158], [-3.2421, 2.8551, 2.7168], [-2.9595, 2.9329, 1.3641], [-3.7454, 1.7976, -1.8374], [-4.8549, 1.3588, -1.1184], [-6.0957, 1.3149, -1.7262], [-6.2425, 1.6990, -3.0488], [-5.1361, 2.1152, -3.7726], [-3.8898, 2.1544, -3.1760], [-1.4346, 3.6170, -2.5160], [-2.4266, 4.1993, -1.1824], [-0.5539, 3.9980, 0.4008], [-0.0363, 4.9760, -0.9972], [1.7267, 5.4583, 0.3591], [3.2342, 6.0868, 2.1740], [4.5898, 4.3650, 3.3158], [4.4020, 2.0104, 2.6529], [2.8010, 1.3543, 0.8726], [3.9345, 3.2652, -1.3659], [5.1838, 4.3454, -3.1862], [3.9869, 5.2808, -5.1299], [1.5316, 5.1236, -5.2537], [0.2745, 4.0452, -3.4657], [-1.8753, -0.2374, 0.8645], [-2.3771, -0.3608, 3.2925], [-3.2450, 1.6247, 4.4695], [-3.6459, 3.7141, 3.2284], [-3.1631, 3.8528, 0.8376], [-4.7467, 1.0566, -0.0861], [-6.9528, 0.9816, -1.1630], [-7.2135, 1.6703, -3.5171], [-5.2445, 2.4052, -4.8052], [-3.0278, 2.4639, -3.7522], [-2.3429, -8.0407, -1.0430], [-3.1508, -6.6512, -1.1156], [-2.2879, -5.6581, -1.2833], [-2.5893, -4.2654, -1.3937], [-3.9041, -3.7913, -1.3979], [-4.1128, -2.4360, -1.5095], [-3.0054, -1.5986, -1.5803], [-1.7484, -2.0197, -1.5803], [-1.5211, -3.3483, -1.5146], [-0.1514, -3.8240, -1.6077], [0.8241, -2.9185, -1.8085], [2.0674, -3.3524, -1.9448], [2.4394, -4.6922, -1.8583], [1.4598, -5.6333, -1.6448], [0.1352, -5.2044, -1.5286], [-0.9445, -6.1189, -1.3418], [-0.8613, -7.4369, -1.2151], [-4.7146, -4.4978, -1.3271], [-5.1055, -2.0189, -1.5484], [-3.1549, -0.5284, -1.6544], [2.8195, -2.5992, -2.1382], [3.4743, -4.9737, -1.9651], [1.6708, -6.6880, -1.5808]],
  "atomic_forces_ev_per_a": [[-0.523, -1.066, 0.176], [0.033, -0.024, 0.037], [-0.071, -0.035, 0.052], [0.125, 0.078, 0.105], [-0.256, 0.309, -0.327], [-0.005, 0.150, 0.002], [0.035, -0.077, 0.057], [1.173, -0.532, 0.385], [-0.428, 0.242, -0.569], [-0.043, 0.028, -0.098], [0.094, -0.010, 0.049], [-0.055, 0.038, -0.018], [0.045, 0.079, 0.020], [0.048, -0.137, -0.076], [-0.403, 0.187, -0.268], [0.010, -0.050, 0.041], [-0.037, -0.089, 0.177], [-0.092, 0.078, -0.284], [0.254, 0.009, 0.164], [-0.266, 0.068, 0.071], [-0.024, -0.130, 0.016], [-0.093, -0.053, 0.035], [-0.108, 0.014, -0.028], [0.077, -0.021, -0.034], [0.061, -0.070, -0.011], [0.012, -0.061, -0.009], [0.012, -0.086, 0.123], [-0.008, 0.012, 0.059], [0.006, 0.141, 0.020], [0.000, 0.061, 0.189], [-0.003, 0.030, 0.043], [0.113, -0.054, 0.069], [0.114, 0.065, 0.008], [-0.004, 0.056, -0.010], [0.062, -0.076, -0.033], [0.016, -0.283, -0.093], [0.006, 0.639, 0.235], [-0.101, -0.589, -0.077], [-0.056, 0.000, -0.022], [-0.035, 0.113, -0.066], [0.034, -0.075, 0.080], [0.190, 0.060, 0.110], [-0.104, 0.000, -0.192], [-0.083, -0.398, -0.037], [-0.124, -0.031, 0.029], [0.085, -0.012, -0.059], [0.000, 0.011, 0.007], [-0.005, 0.028, -0.119], [0.019, -0.054, 0.112], [-0.379, 0.838, 0.282], [0.255, -0.294, -0.279], [-0.053, 0.034, -0.279], [-0.103, -0.165, 0.140], [0.036, -0.146, -0.083], [-0.006, 0.087, -0.009], [0.027, -0.051, 0.012], [0.201, -0.361, -0.028], [0.199, 0.071, 0.010], [-0.162, -0.025, -0.015], [0.046, -0.006, -0.007], [-0.058, 0.022, -0.097], [0.106, -0.024, 0.125], [-0.110, 0.028, 0.125], [0.057, -0.155, -0.122], [0.099, 0.045, -0.159], [-0.024, -0.121, 0.123], [-0.093, 0.118, -0.076], [0.010, 0.070, 0.030], [0.073, 0.061, 0.081], [0.003, -0.152, 0.095], [0.142, -0.044, 0.070], [0.063, 0.017, 0.048], [0.123, -0.001, 0.000], [0.087, 0.070, -0.095], [-0.044, 0.040, -0.104], [-0.095, 0.042, -0.001], [-0.140, 0.112, 0.224], [0.054, -0.056, 0.067], [-0.020, 0.003, 0.115], [-0.039, 0.120, 0.052], [0.010, 0.105, -0.080], [-0.041, 0.004, 0.080], [-0.122, -0.020, 0.076], [-0.102, -0.004, -0.046], [-0.019, 0.044, -0.131], [0.017, 0.048, -0.094], [0.316, 0.967, -0.090], [-0.692, 0.308, 0.024], [0.516, -1.184, 0.055], [-0.040, 0.797, -0.107], [0.299, 0.211, -0.016], [0.061, -0.135, 0.017], [-0.278, 0.253, -0.035], [0.654, 0.403, 0.051], [-0.714, -0.259, 0.017], [0.459, -0.680, -0.002], [-0.279, 0.721, 0.035], [0.320, -0.016, -0.073], [-0.228, -0.089, -0.007], [-0.060, 0.325, -0.050], [0.488, 0.719, -0.099], [-1.118, -0.709, 0.143], [0.703, -0.133, -0.059], [-0.145, -0.088, 0.016], [-0.092, 0.094, 0.030], [-0.047, -0.172, -0.018], [-0.007, -0.025, 0.100], [0.102, 0.017, -0.046], [0.086, -0.156, 0.024]]
}

Question: Which of these has the highest charge?
Answer: C56H44N4P3SY

Question: Among the records above, which one has the highest charge?
Answer: C56H44N4P3SY

Question: Look up the charge of the first one.
Answer: +1